ORCA calculation (ωB97M-V/def2-TZVPD) on 2 unconnected molecules or ions with the total composition C3H8O2.

- HOMO-LUMO gap (hartree) = 0.3553
- energy relative to the best compared isomer or geometry (same formula, charge and spin) (kcal per mole) = 37.6
- molar mass (g/mol) = 76.095
- E_LUMO (eV) = 0.9
- total charge = 0

Last columns: bonded neighbours and bond lengths (Å).
Cartesian coordinates (Å):
1 C 0.451 -1.265 -1.612  C2 1.325, H4 1.078, H5 1.082
2 C 0.930 -1.467 -0.393  C1 1.325, O3 1.357, H6 1.085
3 O 0.305 -1.206 0.783  C2 1.357, H7 0.977
4 H 1.004 -1.542 -2.496  C1 1.078
5 H -0.564 -0.915 -1.753  C1 1.082
6 H 1.894 -1.934 -0.223  C2 1.085
7 H -0.470 -0.649 0.569  O3 0.977
8 C -0.430 2.111 0.027  O9 1.434, H10 1.087, H11 1.092, H12 1.088
9 O -1.035 1.202 0.957  C8 1.434, H13 0.967
10 H -0.136 1.511 -0.831  C8 1.087
11 H -1.159 2.850 -0.312  C8 1.092
12 H 0.454 2.593 0.440  C8 1.088
13 H -0.972 1.603 1.835  O9 0.967

These are the natural (NBO) partial charges, in e, on atoms 1 to 5: -0.571 0.169 -0.684 0.213 0.191